A cluster of 12 separate species, C22H68O22 in total. Source: the Open Molecules 2025 dataset; level of theory: ωB97M-V/def2-TZVPD.

```
112
C22H68O22 | the Open Molecules 2025 dataset | ωB97M-V/def2-TZVPD
C 1.7373 3.0503 -4.7328
O 2.5619 2.6615 -5.8258
H 0.9687 2.3360 -4.4375
H 2.2278 3.4919 -3.8654
H 1.1963 3.9441 -5.0434
H 2.0172 2.6441 -6.6161
C 0.0379 0.9118 -0.1498
O -0.0264 0.4083 1.1861
H -0.9663 0.9152 -0.5737
H 0.4060 1.9350 -0.0745
H 0.6401 0.3275 -0.8456
H 0.8488 0.5567 1.5515
C -0.9804 -2.8787 -2.3548
C -0.6350 -2.5526 -0.8349
O 0.7561 -2.6600 -0.6827
O -2.2783 -2.5661 -2.7155
H -0.6253 -3.8022 -2.8122
H -0.5154 -2.0443 -2.8797
H -1.1389 -3.3148 -0.2405
H -0.8893 -1.5978 -0.3747
H 1.2895 -2.3664 -1.4249
H -2.2257 -2.3337 -3.6454
C -2.3840 0.2188 -6.7017
C -1.5653 -0.5726 -5.5444
O -1.8187 -1.9407 -5.7062
O -1.6782 0.0560 -7.8912
H -2.3719 1.3068 -6.6364
H -3.4320 -0.0763 -6.7537
H -1.8733 -0.1479 -4.5890
H -0.4942 -0.4339 -5.6918
H -1.2032 -2.2284 -6.3844
H -0.9201 0.6447 -7.8712
C 3.5995 0.1321 -1.7426
C 3.5776 -1.0601 -2.7484
O 2.2087 -1.5487 -2.9265
O 4.7654 0.9742 -1.7393
H 3.5763 -0.3495 -0.7650
H 2.7084 0.7533 -1.6527
H 4.2068 -1.8335 -2.3081
H 4.0584 -0.8285 -3.6988
H 2.3899 -2.2209 -3.5875
H 4.7643 1.5826 -2.4818
C 1.4288 5.1606 1.8340
C 2.3952 4.0557 1.4573
O 2.5016 3.0948 2.5093
O 2.2398 5.8921 2.8066
H 0.5177 4.6974 2.2127
H 1.3315 5.8381 0.9856
H 3.3209 4.5393 1.1453
H 1.9830 3.4920 0.6204
H 2.8758 3.5141 3.2876
H 1.6900 6.4596 3.3519
C -3.8526 -0.0393 2.1880
C -3.3155 1.1519 3.0192
O -4.1933 1.7344 3.8604
O -2.8802 -0.4948 1.3931
H -4.6605 0.3572 1.5731
H -4.2167 -0.7851 2.8947
H -2.7773 1.8755 2.4069
H -2.5779 0.7827 3.7318
H -4.8500 2.2182 3.3541
H -2.0432 -0.2180 1.7730
C -4.6752 -3.3532 0.2009
C -5.7841 -2.8720 1.0918
O -7.1226 -3.4690 1.0192
O -4.9326 -3.1598 -1.1430
H -4.5230 -4.4325 0.1945
H -3.7615 -2.8482 0.5143
H -6.0066 -1.8056 1.0546
H -5.4543 -3.1267 2.0991
H -7.5428 -3.3610 0.1629
H -4.0827 -3.0107 -1.5639
C 2.0441 -0.3440 5.8424
C 1.9433 0.9572 6.6633
O 1.8413 2.1125 5.8066
O 2.9673 -0.2055 4.8279
H 1.1393 -0.5668 5.2768
H 2.2067 -1.2019 6.4948
H 2.7668 0.9786 7.3770
H 0.9748 1.0062 7.1609
H 2.2986 1.9650 4.9756
H 3.7262 -0.7677 4.9999
C 1.2822 -4.2446 2.8485
C 1.2566 -2.7044 2.7317
O -0.0234 -2.1386 2.5435
O 2.6739 -4.7271 3.0300
H 0.7366 -4.7371 2.0436
H 0.6824 -4.4950 3.7236
H 1.8966 -2.5223 1.8684
H 1.6228 -2.4254 3.7197
H -0.2986 -2.1501 1.6238
H 2.7310 -5.6305 2.7104
C 6.4505 0.4721 1.0382
C 7.8329 0.6043 1.7917
O 8.6493 1.5306 1.0915
O 6.0649 1.8113 0.7544
H 5.6154 -0.0593 1.4944
H 6.6867 -0.0570 0.1150
H 8.3949 -0.3278 1.7327
H 7.7814 0.8606 2.8499
H 8.1491 1.9344 0.3785
H 5.5055 1.6803 -0.0147
C -5.3225 1.5173 -1.5205
C -6.1001 0.2329 -1.3641
O -7.0562 0.3691 -0.2568
O -6.2400 2.6296 -1.5198
H -4.8236 1.4546 -2.4876
H -4.5981 1.5427 -0.7065
H -5.4134 -0.6003 -1.2150
H -6.7524 0.1732 -2.2353
H -7.1544 1.3189 -0.1575
H -5.6915 3.3730 -1.2587
```

## Properties
E_HOMO: -0.3457 Ha
strongest force on any atom: 3.48 eV/Å
structure (SMILES): OCCO.OCCO.OCCO.OCCO.OCCO.OCCO.OCCO.OCCO.OCCO.OCCO.CO.CO
multiplicity: 1
frontier orbital gap: 0.330 Ha
LUMO: -0.43 eV
calculated total energy: -68952.182 eV
energy above the lowest of the compared OMol25 structures with the same formula, charge and spin: 387.4 kJ/mol